Entry one
The following is a quantum chemistry calculation of C4H10N2O3 as an isolated structure, from the Open Molecules 2025 dataset.

The geometry in ORCA input format:
```
! RIJCOSX wB97M-V def2-TZVPD def2/J DEFGRID3
* xyz 0 1
O -1.06 2.08 0.39
H -0.51 1.73 1.13
H -0.76 1.56 -0.39
O -1.85 0.88 -1.76
O 0.28 1.66 2.03
C -1.89 -0.34 -1.82
C 1.37 1.11 1.82
N -0.82 -1.15 -1.54
N 1.45 -0.08 1.21
C 0.47 -0.73 -0.97
C 0.46 -0.89 0.59
H -2.81 -0.91 -2.09
H 2.31 1.37 2.37
H -1.02 -2.15 -1.54
H 2.37 -0.48 1.43
H 0.77 0.26 -1.37
H 1.14 -1.48 -1.42
H -0.52 -0.54 0.96
H 0.62 -1.91 0.97
*
```

Properties
HOMO level, eV: -8.72
HOMO-LUMO gap, eV: 8.990

Entry two
The following is a quantum chemistry calculation of a 2-piece molecular cluster, C4H10N2O3 overall, from the Open Molecules 2025 dataset.

The geometry in ORCA input format:
```
! RIJCOSX wB97M-V def2-TZVPD def2/J DEFGRID3
* xyz 0 1
C 0.25 -1.05 2.11
C 1.80 0.04 -0.73
C 0.41 -0.53 -0.70
N -0.58 -0.11 2.30
O 0.14 -1.67 -1.00
H -0.60 1.05 1.31
H -1.54 -0.40 2.47
H 1.29 -0.78 1.97
H 0.02 -2.11 2.19
H 2.54 -0.75 -0.63
H 1.93 0.77 0.07
H 1.97 0.56 -1.68
C -0.84 0.59 -0.59
N -0.98 1.12 -1.91
O -1.96 -0.17 -0.23
O -0.61 1.54 0.33
H -1.94 -0.99 -0.76
H -0.37 0.74 -2.61
H -0.92 2.14 -1.90
*
```

Properties
HOMO level, eV: -8.80
HOMO-LUMO gap, eV: 9.278
SMILES: CC(=O)C(N)(O)O.C=N

Result of the stability comparison: entry two is the most stable of them.

Entry one
The following is a quantum chemistry calculation of a 2-piece molecular cluster, C6H7P overall, from the Open Molecules 2025 dataset.

The geometry in ORCA input format:
```
! RIJCOSX wB97M-V def2-TZVPD def2/J DEFGRID3
* xyz 0 1
C 0.16 -2.84 -2.12
C 0.40 -2.19 -1.03
C -0.46 0.32 1.97
C 0.93 3.40 0.30
C -0.46 -0.59 0.93
C 0.22 2.72 -0.40
P 1.03 -1.51 0.36
H -0.08 -3.91 -2.18
H -1.54 0.71 2.15
H 0.19 0.67 2.65
H 1.48 3.96 1.06
H 0.06 -2.29 -3.15
H -1.36 -0.58 0.41
H -0.57 2.12 -0.97
*
```

Properties
HOMO level, eV: -8.54
HOMO-LUMO gap, eV: 8.683
SMILES: C=C=PC=C.C#C

Entry two
The following is a quantum chemistry calculation of the molecule C6H7P, from the Open Molecules 2025 dataset.

The geometry in ORCA input format:
```
! RIJCOSX wB97M-V def2-TZVPD def2/J DEFGRID3
* xyz 0 1
C 0.78 -0.63 1.58
C 0.92 -0.78 0.28
C -0.81 0.77 0.39
C 0.65 0.61 0.83
C 0.11 -1.11 -0.90
C -0.96 0.03 -0.85
P 0.32 0.09 -2.21
H 0.85 -1.16 2.49
H -1.43 0.48 1.20
H -0.96 1.70 0.01
H 1.35 1.49 1.10
H -0.16 -2.10 -1.15
H -1.92 -0.20 -1.17
H 1.26 0.82 -1.60
*
```

Properties
HOMO level, eV: -8.45
HOMO-LUMO gap, eV: 9.427
SMILES: C1=C2[C@H]1C[C@H]1P[C@@H]21

Result of the stability comparison: entry two is the most stable of them.

Entry one
The following is a quantum chemistry calculation of the molecule C21H23N3O4, from the Open Molecules 2025 dataset.

The geometry in ORCA input format:
```
! RIJCOSX wB97M-V def2-TZVPD def2/J DEFGRID3
* xyz 0 1
C -0.66 -3.88 1.81
C -0.42 -2.42 1.68
C 0.77 -1.75 1.68
C 0.48 -0.36 1.63
C -0.91 -0.24 1.60
N -1.43 -1.49 1.60
C -2.83 -1.83 1.51
H -3.00 -2.69 2.16
H -3.43 -0.99 1.87
C -3.32 -2.21 0.08
C -3.37 -1.04 -0.91
H -4.16 -1.24 -1.64
C -2.00 -1.12 -1.59
H -1.25 -0.54 -1.05
C -1.68 -2.62 -1.52
H -1.91 -3.12 -2.46
O -2.51 -3.19 -0.52
H -0.63 -2.80 -1.27
H -2.02 -0.77 -2.61
H -3.57 -0.09 -0.43
H -4.32 -2.65 0.23
C -1.71 1.01 1.59
H -2.19 1.17 0.63
H -2.47 0.99 2.37
H -1.04 1.84 1.78
C 1.44 0.72 1.59
O 1.21 1.89 1.84
C 2.86 0.30 1.18
H 3.44 1.20 0.94
O 2.88 -0.63 0.11
C 2.10 -0.42 -0.97
O 1.93 -1.29 -1.77
C 1.55 0.96 -1.11
N 0.26 1.23 -1.10
N 0.13 2.54 -1.27
C 1.32 3.17 -1.40
C 1.67 4.50 -1.59
C 3.01 4.79 -1.70
C 3.99 3.79 -1.63
C 3.66 2.47 -1.44
C 2.31 2.15 -1.31
H 4.42 1.70 -1.39
H 5.03 4.07 -1.72
H 3.32 5.82 -1.85
H 0.92 5.27 -1.66
H -0.79 2.96 -1.24
H 3.34 -0.22 2.02
H 1.74 -2.20 1.73
H -1.13 -4.10 2.77
H 0.29 -4.40 1.76
H -1.31 -4.24 1.02
*
```

Properties
HOMO level, eV: -7.95
HOMO-LUMO gap, eV: 8.506
SMILES: Cc1cc(C(=O)COC(=O)c2n[nH]c3ccccc23)c(C)n1C[C@H]1CCCO1

Entry two
The following is a quantum chemistry calculation of the molecule C21H23N3O4, from the Open Molecules 2025 dataset.

The geometry in ORCA input format:
```
! RIJCOSX wB97M-V def2-TZVPD def2/J DEFGRID3
* xyz 0 1
C -0.89 -1.39 2.14
C -2.22 -1.37 1.46
C -2.63 -2.44 0.67
C -3.86 -2.42 0.03
C -4.71 -1.32 0.14
C -4.29 -0.25 0.91
C -3.07 -0.28 1.58
H -2.79 0.58 2.18
O -5.09 0.89 1.05
C -4.90 1.88 0.05
C -3.42 2.20 -0.12
O -2.83 3.10 0.44
N -2.79 1.35 -0.98
N -1.40 1.30 -0.99
C -0.82 0.11 -1.31
O -1.48 -0.79 -1.79
C 0.64 0.03 -1.08
C 1.35 -0.92 -1.82
C 2.71 -1.07 -1.64
C 3.39 -0.29 -0.71
C 2.68 0.64 0.05
C 1.33 0.80 -0.14
H 0.80 1.51 0.48
H 3.20 1.23 0.78
N 4.77 -0.49 -0.58
C 5.65 0.14 0.27
O 5.34 1.00 1.05
C 7.05 -0.35 0.11
C 7.90 -0.39 1.36
C 8.16 0.65 0.33
H 9.03 0.58 -0.29
H 7.85 1.66 0.56
H 7.42 -0.08 2.28
H 8.60 -1.21 1.47
H 7.21 -1.12 -0.63
H 5.14 -1.20 -1.19
H 3.25 -1.80 -2.23
H 0.82 -1.52 -2.53
H -0.97 2.04 -0.46
H -3.19 0.48 -1.31
H -5.43 2.76 0.41
H -5.33 1.55 -0.91
C -6.03 -1.31 -0.58
H -6.50 -2.29 -0.53
H -5.89 -1.06 -1.63
H -6.69 -0.57 -0.13
H -4.16 -3.26 -0.57
H -1.98 -3.29 0.56
H -0.10 -1.54 1.41
H -0.70 -0.46 2.67
H -0.84 -2.21 2.86
*
```

Properties
HOMO level, eV: -8.60
HOMO-LUMO gap, eV: 9.059
SMILES: Cc1ccc(C)c(OCC(=O)NNC(=O)c2ccc(NC(=O)C3CC3)cc2)c1

Result of the stability comparison: entry two is the most stable of them.

Entry one
The following is a quantum chemistry calculation of a 13-piece molecular cluster, C6H36O14 overall, from the Open Molecules 2025 dataset.

The geometry in ORCA input format:
```
! RIJCOSX wB97M-V def2-TZVPD def2/J DEFGRID3
* xyz 0 1
O 1.98 1.66 -1.63
C 1.54 0.90 -2.44
O 2.30 -0.11 -2.89
C 0.16 0.90 -3.01
C -0.69 -0.17 -2.32
C -0.62 -0.07 -0.78
C -1.36 -1.26 -0.14
C -1.25 1.25 -0.30
H 3.20 -0.23 -2.36
H 0.15 0.73 -4.10
H -0.29 1.93 -2.86
H -0.32 -1.16 -2.67
H -1.76 -0.14 -2.61
H 0.47 -0.10 -0.48
H -2.32 -1.46 -0.66
H -0.77 -2.18 -0.14
H -1.54 -1.08 0.97
H -0.54 2.12 -0.57
H -1.38 1.26 0.82
H -2.24 1.45 -0.73
H 1.76 -2.06 -2.04
H 0.62 -2.90 -1.58
O 1.49 -2.61 -1.31
H -1.16 -4.41 -2.10
H -1.77 -2.99 -2.03
O -0.92 -3.46 -2.17
H -0.17 -2.36 2.23
H 0.23 -1.13 2.97
O -0.38 -1.86 2.98
H -1.11 2.65 1.97
H 0.37 2.96 1.74
O -0.25 2.69 2.40
H -4.71 1.02 1.50
H -3.34 0.39 1.74
O -3.84 0.89 1.07
H -4.67 0.25 -1.69
H -3.96 0.05 -0.46
O -4.17 -0.34 -1.31
H 4.25 1.01 2.35
H 3.37 0.18 1.42
O 3.43 1.06 1.84
H 2.11 -1.76 0.04
H 1.66 -0.89 1.27
O 2.41 -1.19 0.75
H -2.15 0.42 3.65
H -1.86 -0.98 3.07
O -2.56 -0.29 3.09
H 2.40 2.82 1.00
H 1.63 2.73 -0.29
O 1.63 3.20 0.57
H 3.48 -0.52 -0.38
H 3.74 0.92 -0.79
O 4.05 0.02 -1.00
H 0.54 1.19 2.81
H 2.01 0.67 2.69
O 1.08 0.40 2.90
*
```

Properties
HOMO level, eV: -10.80
HOMO-LUMO gap, eV: 11.074

Entry two
The following is a quantum chemistry calculation of a 14-piece molecular cluster, C6H36O14 overall, from the Open Molecules 2025 dataset.

The geometry in ORCA input format:
```
! RIJCOSX wB97M-V def2-TZVPD def2/J DEFGRID3
* xyz 0 1
C -1.17 -1.52 2.81
C -0.23 -0.65 1.98
C -2.29 1.86 -1.60
C -1.44 0.87 -1.39
O -1.34 -0.09 -2.40
C -0.54 0.63 -0.25
C -0.77 -0.35 0.61
H -1.02 -1.52 3.88
H -2.22 -1.21 2.70
H -1.19 -2.53 2.39
H 0.74 -1.16 1.95
H -0.20 0.29 2.53
H -2.95 1.96 -2.45
H -2.35 2.61 -0.82
H -0.40 -0.19 -2.68
H 0.26 1.36 -0.13
H -1.65 -0.94 0.35
H -1.79 -3.84 -1.20
H -1.78 -2.71 -0.27
O -1.44 -3.61 -0.33
H 3.76 -1.98 -0.76
H 4.63 -0.75 -0.47
O 4.54 -1.69 -0.28
H 1.33 0.73 4.46
H 2.14 0.51 3.18
O 1.99 1.13 3.90
H -2.31 -1.46 -2.17
H -3.73 -1.73 -2.63
O -3.11 -2.00 -1.97
H -3.62 0.83 1.68
H -3.45 2.12 0.90
O -3.51 1.78 1.79
H 0.70 -2.52 -1.62
H 1.65 -2.82 -0.49
O 1.61 -2.78 -1.45
H 1.52 -1.49 -3.07
H 2.05 -0.17 -2.92
O 1.20 -0.58 -3.15
H -4.04 -1.72 0.51
H -3.98 -0.43 -0.17
O -4.11 -0.78 0.73
H -0.99 3.61 2.09
H -0.95 2.15 1.91
O -0.79 2.96 1.40
H 1.96 2.25 1.96
H 1.14 3.24 1.15
O 1.96 2.72 1.12
H 2.43 1.23 -0.41
H 3.11 1.58 -1.71
O 2.76 0.82 -1.23
H 1.46 2.10 -2.80
H 1.56 3.41 -2.10
O 2.00 2.88 -2.76
H 3.89 -1.77 1.90
H 2.81 -0.67 1.38
O 3.16 -1.18 2.11
*
```

Properties
HOMO level, eV: -9.61
HOMO-LUMO gap, eV: 9.719

Result of the stability comparison: entry one is the most stable of them.